1.
{
  "formula": "C9H60NO22",
  "method": "ωB97M-V with the def2-TZVPD basis set",
  "largest_force_ev_per_a": 11.987,
  "homo_energy_ev": -4.4,
  "charge": -1,
  "orbital_gap_ev": 5.55,
  "e_lumo_ev": 1.192,
  "symbols": ["C", "C", "C", "C", "C", "C", "N", "O", "C", "C", "C", "H", "H", "H", "H", "H", "H", "H", "H", "H", "H", "H", "H", "H", "H", "H", "H", "H", "H", "O", "H", "H", "O", "H", "H", "O", "H", "H", "O", "H", "H", "O", "H", "H", "O", "H", "H", "O", "H", "H", "O", "H", "H", "O", "H", "H", "O", "H", "H", "O", "H", "H", "O", "H", "H", "O", "H", "H", "O", "H", "H", "O", "H", "H", "O", "H", "H", "O", "H", "H", "O", "H", "H", "O", "H", "H", "O", "H", "H", "O", "H", "H"],
  "coordinates": [[-0.0159, -1.2634, -2.4700], [0.4162, -1.1871, -0.9104], [1.5912, -0.1535, -0.7384], [1.1065, 1.2881, -0.8190], [-0.0158, 1.6400, 0.2346], [-1.1969, 0.6545, 0.0835], [-0.6980, -0.6996, -0.0146], [-1.7502, -1.7666, 0.2629], [-2.0207, 1.0588, -1.2410], [-1.9763, 0.9231, 1.4133], [1.2330, -2.5387, -0.5747], [0.5790, -1.9673, -3.0521], [0.1450, -0.2911, -2.9356], [-1.0436, -1.5784, -2.6508], [2.3414, -0.2527, -1.5229], [2.0189, -0.3379, 0.2470], [0.7081, 1.4219, -1.8248], [1.8244, 2.0977, -0.6879], [-0.2711, 2.6971, 0.1612], [0.3391, 1.5399, 1.2604], [-1.5578, 1.2764, -2.2035], [-2.7008, 1.8478, -0.9200], [-2.6309, 0.2474, -1.6377], [-2.2462, 1.9673, 1.5708], [-1.4322, 0.6891, 2.3283], [-2.9859, 0.5163, 1.3547], [1.7241, -2.5568, 0.3982], [2.0519, -2.8051, -1.2430], [0.6093, -3.4284, -0.4880], [-3.6008, -1.2527, 0.0797], [-3.9312, -0.4433, 0.4694], [-2.6558, -1.1174, 0.0103], [3.4990, -2.2150, -1.5543], [4.2612, -2.2052, -2.1333], [3.0834, -3.0615, -1.7189], [-2.2755, 2.8908, -2.3328], [-2.5667, 2.3276, -1.6157], [-2.7375, 3.7172, -2.1917], [2.1782, -0.8509, 1.9104], [2.1445, 0.1050, 1.8740], [2.4858, -1.1134, 1.0428], [3.4557, 2.0274, -2.4059], [3.2535, 2.9209, -2.1285], [2.6621, 1.5296, -2.2092], [-2.6637, -1.8967, -1.9805], [-3.3126, -1.2072, -2.1213], [-2.0036, -1.4935, -1.4167], [-0.3848, -3.2742, 2.0694], [0.1075, -2.5230, 1.7382], [-0.9847, -3.5002, 1.3585], [-2.2026, -1.1897, 2.1982], [-1.7814, -1.1340, 1.3405], [-3.0407, -0.7418, 2.0835], [-0.7699, -0.4967, 3.9147], [-1.7061, -0.6584, 4.0319], [-0.5478, -0.9510, 3.1020], [1.0999, 2.5289, -2.8840], [1.6601, 2.0762, -3.5145], [1.7085, 3.0175, -2.3298], [0.6895, -0.0211, -4.6510], [0.0872, 0.7197, -4.7201], [0.5651, -0.3491, -3.7604], [-0.0859, -1.0597, 2.1314], [-0.3075, -0.7919, 1.2395], [0.8702, -1.0252, 2.1618], [3.0935, -3.3471, 1.1555], [2.7012, -4.1844, 1.4030], [2.5793, -3.0542, 0.4031], [-1.4864, -3.7601, 0.0078], [-1.3927, -2.8090, 0.0616], [-1.7789, -3.9220, -0.8891], [3.3260, -1.2562, 0.2894], [3.1894, -0.3507, 0.0109], [3.3812, -1.7528, -0.5271], [-1.1933, 1.9843, 3.4088], [-1.1147, 2.1521, 4.3479], [-1.2858, 1.0339, 3.3418], [3.8740, 0.5481, -0.5524], [4.1572, 1.4143, -0.2597], [3.4991, 0.6987, -1.4202], [2.0132, 1.2553, 1.8604], [2.8080, 1.2740, 1.3273], [1.7632, 2.1748, 1.9508], [-1.9249, 3.8120, 2.5509], [-1.6948, 2.8842, 2.6016], [-1.0860, 4.2704, 2.5997], [-4.1619, 0.0902, 1.9318], [-3.8374, 0.7078, 2.5871], [-4.4093, 0.6383, 1.1871], [-0.4675, 4.0598, 0.2503], [-0.9195, 3.2484, 0.4819], [-0.0307, 3.8631, -0.5784]],
  "mulliken_charge": [-1.57, 1.33, -2.78, -0.35, -1.53, 5.66, 0.49, 0.62, -1.03, -1.90, -0.93, 0.68, -0.75, 0.61, 3.69, -3.01, 0.13, 1.93, -1.35, 0.20, 0.49, 0.85, -0.28, 1.65, -0.27, -4.11, -1.45, 0.48, 0.50, -0.81, 0.44, 0.21, -0.32, 0.36, 0.26, -0.78, -0.77, 0.21, -0.92, 0.96, 0.36, -0.74, 0.44, 0.29, -0.64, 0.49, -0.91, -0.91, -0.20, 0.49, -0.56, -1.03, 1.43, -1.00, 0.21, 0.99, -0.62, 0.40, 0.46, -0.84, 0.34, 0.78, -0.89, -1.00, 1.25, -0.54, 0.44, 0.81, -0.94, 0.14, 0.43, -0.54, 1.44, 0.26, -0.50, 0.34, 0.45, -0.56, 0.42, 0.10, -0.65, 0.17, 0.65, -0.81, 0.55, 0.27, -0.61, 0.71, 0.80, -0.82, 1.01, 0.54]
}

=====

2.
{
  "formula": "C4H6N2O",
  "method": "ωB97M-V with the def2-TZVPD basis set",
  "smiles": "[H]/N=C(\\C#N)OCC",
  "largest_force_ev_per_a": 1.075,
  "homo_energy_ev": -10.7,
  "charge": 0,
  "orbital_gap_ev": 11.18,
  "e_lumo_ev": 0.471,
  "symbols": ["H", "N", "C", "C", "N", "O", "C", "C", "H", "H", "H", "H", "H"],
  "coordinates": [[3.1739, -0.2563, -0.8463], [2.2833, -0.5766, -1.2135], [1.3768, -0.4613, -0.3407], [1.6453, 0.0757, 1.0002], [1.9330, 0.4861, 2.0425], [0.1341, -0.8746, -0.5943], [-0.9556, -0.4739, 0.2454], [-1.7059, 0.6922, -0.3599], [-1.5925, -1.3539, 0.3300], [-0.5875, -0.2310, 1.2473], [-2.1900, 0.4122, -1.2974], [-2.4737, 1.0250, 0.3397], [-1.0411, 1.5362, -0.5532]],
  "mulliken_charge": [0.26, -0.63, 0.73, 0.24, -0.37, -0.38, -0.37, -1.00, 0.24, 0.35, 0.30, 0.35, 0.27]
}

=====

3.
{
  "formula": "C29H25BrN8O5PdS",
  "method": "ωB97M-V with the def2-TZVPD basis set",
  "largest_force_ev_per_a": 0.583,
  "homo_energy_ev": [-7.7, -7.7],
  "multiplicity": 3,
  "s2": 2.0048,
  "charge": 0,
  "orbital_gap_ev": [7.82, 6.87],
  "e_lumo_ev": [0.130, -0.816],
  "symbols": ["Pd", "Br", "C", "C", "C", "C", "C", "N", "C", "O", "O", "H", "H", "H", "N", "C", "C", "C", "C", "C", "C", "S", "O", "O", "N", "C", "N", "C", "C", "C", "N", "H", "H", "H", "H", "H", "H", "H", "H", "H", "C", "C", "C", "C", "C", "N", "C", "O", "N", "C", "C", "C", "C", "N", "C", "C", "C", "H", "H", "H", "H", "H", "H", "H", "H", "H", "H", "H", "H", "H"],
  "coordinates": [[2.1282, -0.1849, -0.1385], [1.1314, 1.8006, -3.1315], [1.4912, -0.0387, -3.3746], [1.2770, -0.5871, -4.6277], [1.5302, -1.9393, -4.7870], [1.9809, -2.6793, -3.7076], [2.1709, -2.0406, -2.4937], [1.9270, -0.7305, -2.3399], [2.6721, -2.8434, -1.2865], [2.8536, -4.0359, -1.4616], [2.8615, -2.1795, -0.2106], [0.9228, 0.0304, -5.4388], [1.3742, -2.4080, -5.7499], [2.1932, -3.7367, -3.7542], [8.5767, -0.4748, 4.4007], [7.2150, -0.4148, 4.1345], [6.4003, 0.4904, 4.8129], [5.0359, 0.5182, 4.5772], [4.4764, -0.3659, 3.6685], [5.2789, -1.2734, 2.9818], [6.6386, -1.2963, 3.2138], [2.7581, -0.3344, 3.3361], [2.1181, 0.4478, 4.3555], [2.3475, -1.6967, 3.1179], [2.6221, 0.3836, 1.8913], [2.5711, 1.7314, 1.7253], [3.0356, 2.6329, 2.5913], [2.9278, 3.8990, 2.2155], [2.4036, 4.3051, 0.9925], [1.9936, 3.2965, 0.1436], [2.0581, 2.0222, 0.5025], [8.9863, 0.3503, 4.8042], [9.1500, -0.8967, 3.6901], [6.8402, 1.1731, 5.5302], [4.3962, 1.2240, 5.0876], [4.8318, -1.9600, 2.2732], [7.2646, -2.0067, 2.6873], [3.2954, 4.6351, 2.9235], [2.3329, 5.3451, 0.7152], [1.5914, 3.5007, -0.8411], [-9.5387, -0.9286, -2.3866], [-8.2164, -0.2229, -2.2702], [-7.0176, -0.8812, -2.5028], [-5.7937, -0.2288, -2.4082], [-5.7476, 1.1097, -2.0393], [-4.5384, 1.8341, -1.9390], [-3.3124, 1.4390, -1.4436], [-2.3099, 2.0930, -1.6546], [-3.3389, 0.2876, -0.6923], [-2.2464, -0.3543, -0.0897], [-2.5154, -1.3994, 0.7911], [-1.4770, -2.0789, 1.3906], [-0.1735, -1.7071, 1.1009], [0.0700, -0.7064, 0.2593], [-0.9184, -0.0304, -0.3348], [-6.9446, 1.7836, -1.8029], [-8.1539, 1.1278, -1.9293], [-9.4037, -1.9766, -2.6501], [-10.1655, -0.4693, -3.1524], [-10.0912, -0.8889, -1.4468], [-7.0312, -1.9258, -2.7899], [-4.8841, -0.7608, -2.6535], [-4.5170, 2.7712, -2.3071], [-4.2464, -0.0866, -0.4667], [-3.5426, -1.6703, 1.0080], [-1.6619, -2.8873, 2.0826], [0.6898, -2.1831, 1.5471], [-0.6447, 0.7768, -0.9935], [-6.9183, 2.8262, -1.5110], [-9.0709, 1.6750, -1.7445]],
  "mulliken_spin": [1.44, 0.00, 0.01, 0.00, 0.00, 0.00, 0.01, 0.06, 0.00, 0.01, 0.12, 0.00, 0.00, 0.00, 0.00, 0.00, 0.00, 0.00, 0.00, 0.00, 0.00, 0.01, 0.01, 0.00, 0.08, 0.03, 0.00, 0.00, 0.00, 0.00, 0.05, 0.00, 0.00, 0.00, 0.00, 0.00, 0.00, 0.00, 0.00, 0.00, 0.00, 0.00, 0.00, 0.00, 0.00, 0.00, 0.00, 0.00, 0.00, 0.01, -0.01, 0.01, -0.02, 0.17, -0.03, 0.00, 0.00, 0.00, 0.00, 0.00, 0.00, 0.00, 0.00, 0.00, 0.00, 0.00, 0.01, 0.01, 0.00, 0.00]
}

=====

4.
{
  "formula": "C11H16P",
  "method": "ωB97M-V with the def2-TZVPD basis set",
  "largest_force_ev_per_a": 6.305,
  "homo_energy_ev": [-12.0, -12.0],
  "charge": 1,
  "orbital_gap_ev": [6.28, 6.28],
  "e_lumo_ev": [-5.740, -5.740],
  "symbols": ["C", "C", "C", "C", "C", "C", "C", "C", "C", "C", "C", "P", "H", "H", "H", "H", "H", "H", "H", "H", "H", "H", "H", "H", "H", "H", "H", "H"],
  "coordinates": [[-2.3025, -0.6753, -0.9540], [-3.3274, -0.6424, 0.0192], [-1.0438, -1.1143, -0.6398], [-2.9867, -0.9907, 1.3746], [1.0650, 0.5805, 0.1617], [0.5909, -0.3396, 0.9967], [-0.6458, -1.3049, 0.7556], [-1.7240, -1.2385, 1.7520], [0.8382, -0.5712, 2.4866], [2.5879, 0.2486, -2.1397], [1.1462, 2.6496, -1.6575], [0.9215, 0.8500, -1.6246], [-2.4568, -0.5984, -2.1002], [-4.3722, -0.4968, 0.0032], [-0.4900, -1.3867, -1.5273], [-3.7889, -1.0436, 2.2301], [1.8782, 1.3239, 0.6537], [-0.0183, -2.1844, 0.9416], [-1.3323, -1.5769, 2.7167], [0.1571, 0.0487, 3.0664], [1.7858, -0.0801, 2.7615], [0.8778, -1.5701, 2.8045], [2.8609, -0.5586, -1.6331], [3.4750, 1.0100, -2.0311], [2.6293, 0.0500, -3.2878], [0.4966, 3.2971, -1.0514], [1.0524, 3.2029, -2.5553], [2.1259, 3.1111, -1.5224]],
  "mulliken_charge": [-0.44, -0.29, -0.75, -0.49, -0.81, 1.11, 0.55, -0.30, -2.01, -1.12, -1.39, 0.32, 0.33, 0.44, 0.80, 0.29, 0.23, 0.38, 0.45, 0.44, 0.45, 0.44, 0.42, 0.31, 0.31, 0.40, 0.48, 0.45]
}

=====

5.
{
  "formula": "C4H8O3",
  "method": "ωB97M-V with the def2-TZVPD basis set",
  "smiles": "C[C@H](C=O)COO",
  "largest_force_ev_per_a": 1.014,
  "homo_energy_ev": -9.7,
  "charge": 0,
  "orbital_gap_ev": 10.46,
  "e_lumo_ev": 0.810,
  "symbols": ["C", "C", "C", "O", "C", "O", "O", "H", "H", "H", "H", "H", "H", "H", "H"],
  "coordinates": [[0.5119, 0.8736, -1.0560], [-0.3166, 0.4963, 0.1735], [-0.1418, 1.5292, 1.2552], [0.0490, 1.3079, 2.4174], [0.0040, -0.9108, 0.6983], [-0.7308, -1.9318, 0.0819], [-0.2679, -2.1487, -1.2542], [0.2129, 1.8479, -1.4356], [0.3660, 0.1315, -1.8355], [1.5694, 0.9071, -0.8019], [-1.3795, 0.5162, -0.1013], [-0.2093, 2.5677, 0.8747], [-0.3015, -0.9876, 1.7462], [1.0798, -1.1093, 0.6220], [-0.4456, -3.0890, -1.3849]],
  "mulliken_charge": [-1.41, 0.57, -0.13, -0.48, -0.48, -0.26, -0.32, 0.40, 0.34, 0.37, 0.20, 0.32, 0.31, 0.28, 0.29]
}

=====

6.
{
  "formula": "C3H5IN2",
  "method": "ωB97M-V with the def2-TZVPD basis set",
  "largest_force_ev_per_a": 2.631,
  "homo_energy_ev": [-7.7, -7.7],
  "charge": 0,
  "orbital_gap_ev": [5.29, 5.30],
  "e_lumo_ev": [-2.367, -2.367],
  "symbols": ["C", "C", "C", "N", "N", "I", "H", "H", "H", "H", "H"],
  "coordinates": [[1.4247, 0.0437, -0.0759], [1.3043, -1.3363, 0.0561], [-0.8785, 0.8760, 0.0969], [0.5084, 0.9600, 0.0574], [-1.6109, -0.3257, 0.0899], [-3.5576, -0.0586, 0.1513], [2.4090, 0.5436, -0.5141], [2.0864, -1.9548, -0.3635], [0.5018, -1.8757, 0.4367], [-1.1526, 1.6074, 0.8451], [-1.0350, 1.5203, -0.7800]],
  "mulliken_charge": [0.08, -0.62, -0.43, -0.41, -0.50, 0.06, 0.27, 0.24, 0.34, 0.51, 0.46]
}

=====

7.
{
  "formula": "C8H13AlF3O3",
  "method": "ωB97M-V with the def2-TZVPD basis set",
  "largest_force_ev_per_a": 1.177,
  "homo_energy_ev": -4.9,
  "charge": -1,
  "orbital_gap_ev": 8.05,
  "e_lumo_ev": 3.145,
  "symbols": ["C", "O", "C", "C", "O", "Al", "O", "C", "C", "C", "C", "F", "C", "F", "F", "H", "H", "H", "H", "H", "H", "H", "H", "H", "H", "H", "H", "H"],
  "coordinates": [[-3.0906, 1.1816, -0.9142], [-3.3235, 0.3213, 0.1734], [-2.1102, -0.1378, 0.7817], [-1.2802, -1.0421, -0.1179], [-1.2829, -2.3675, 0.3981], [0.3554, -3.1028, 0.0693], [0.7745, -1.7019, -1.0607], [0.1955, -0.6799, -0.3102], [0.5783, 0.7255, -0.7075], [2.1073, 0.8463, -0.7377], [2.7788, 0.8403, 0.5972], [3.7095, -0.1300, 0.7911], [2.6370, 1.7238, 1.5858], [1.5269, 2.4189, 1.8536], [3.6127, 2.0027, 2.4660], [-2.1538, 1.7250, -0.7822], [-3.0494, 0.6292, -1.8515], [-3.8944, 1.9123, -0.9566], [-1.5662, 0.7475, 1.1274], [-2.4307, -0.7221, 1.6336], [-1.7478, -1.1645, -1.1023], [0.3850, -4.4930, -0.7215], [1.3516, -2.9297, 1.3208], [0.6007, -0.8136, 0.7204], [0.2138, 1.0024, -1.6985], [0.1822, 1.4522, -0.0051], [2.5040, 0.0035, -1.2949], [2.4166, 1.7522, -1.2578]],
  "mulliken_charge": [-0.60, -0.43, -0.83, 0.77, -0.73, 0.69, -0.90, 0.38, -0.63, -0.88, 0.35, -0.29, 0.36, -0.21, -0.26, 0.20, 0.25, 0.29, 0.39, 0.36, 0.10, -0.42, -0.29, -0.11, 0.39, 0.28, 0.34, 0.42]
}

=====

8.
{
  "formula": "C14H23ClNO3",
  "method": "ωB97M-V with the def2-TZVPD basis set",
  "smiles": "COCC[NH2+]CCOCCOc1ccc(Cl)c(C)c1",
  "largest_force_ev_per_a": 0.814,
  "homo_energy_ev": -11.2,
  "charge": 1,
  "orbital_gap_ev": 8.99,
  "e_lumo_ev": -2.228,
  "symbols": ["C", "O", "C", "C", "N", "C", "C", "O", "C", "C", "O", "C", "C", "C", "C", "Cl", "C", "C", "C", "H", "H", "H", "H", "H", "H", "H", "H", "H", "H", "H", "H", "H", "H", "H", "H", "H", "H", "H", "H", "H", "H", "H"],
  "coordinates": [[-0.4475, -3.9359, -0.8302], [-0.8083, -2.7191, -0.2059], [-1.7571, -2.8671, 0.8279], [-1.8321, -1.5169, 1.5462], [-1.8434, -0.4448, 0.5343], [-3.0868, -0.2726, -0.2450], [-2.9794, 1.0908, -0.9323], [-2.6202, 2.0247, 0.0742], [-1.7612, 3.0755, -0.3391], [-0.2962, 2.7637, -0.0016], [-0.0141, 1.4584, -0.4766], [1.2754, 0.9744, -0.3738], [1.4727, -0.3119, -0.8689], [2.7218, -0.8931, -0.7891], [3.7747, -0.1975, -0.2161], [5.3270, -0.9504, -0.1250], [3.5981, 1.0935, 0.2797], [4.7389, 1.8416, 0.8841], [2.3335, 1.6652, 0.1957], [0.0117, -4.6223, -0.1142], [-1.3187, -4.4176, -1.2838], [0.2728, -3.6800, -1.6031], [-1.4496, -3.6455, 1.5370], [-2.7340, -3.1544, 0.4123], [-2.7202, -1.4574, 2.1757], [-0.9409, -1.3880, 2.1631], [-1.6850, 0.5017, 0.9325], [-1.0536, -0.6436, -0.1062], [-3.9312, -0.2687, 0.4472], [-3.2097, -1.0709, -0.9745], [-3.9405, 1.3665, -1.3808], [-2.2155, 1.0576, -1.7156], [-1.8724, 3.2571, -1.4105], [-2.0680, 3.9714, 0.2047], [0.3462, 3.5097, -0.4802], [-0.1440, 2.8035, 1.0854], [0.6574, -0.8430, -1.3370], [2.8837, -1.8867, -1.1741], [5.1562, 1.2808, 1.7190], [5.5331, 1.9667, 0.1497], [4.4270, 2.8209, 1.2350], [2.1993, 2.6638, 0.5798]],
  "mulliken_charge": [-0.82, -0.27, -0.65, -0.56, 0.46, -0.60, -0.50, -0.45, -0.97, -0.64, -0.06, 0.67, -0.45, -1.03, 0.60, -0.21, 0.22, -1.77, -0.39, 0.33, 0.35, 0.25, 0.46, 0.42, 0.34, 0.37, 0.40, -0.26, 0.40, 0.36, 0.44, 0.30, 0.37, 0.39, 0.57, 0.48, 0.60, 0.42, 0.39, 0.39, 0.36, 0.31]
}